# C8H13NOS

A 2-piece molecular cluster, C8H13NOS overall (ωB97M-V/def2-TZVPD, the OMol25 dataset).

HOMO (spin up / spin down) = -6.07 / -8.52 eV
Energy above the lowest of the compared OMol25 structures with the same formula, charge and spin = 11.3 kJ/mol
2S+1 = 3
Orbital gap (spin up / spin down) = 6.512 / 5.127 eV

```
24
C8H13NOS (ωB97M-V/def2-TZVPD)
C -0.1787 0.8583 -0.4063
C 3.2881 0.2260 -0.2107
C -1.0874 0.1604 0.1574
C 1.1433 2.9116 -0.5137
C -2.3388 0.6969 0.8749
C -0.0099 -1.9043 1.1302
C -0.5814 -1.7946 -1.3300
C -0.9555 -1.3933 0.1178
N 3.7741 1.2755 -0.2059
O 0.4436 1.7391 -1.0407
S 3.2446 -1.3970 0.0541
H 0.6745 3.7128 -1.0668
H 1.0765 3.0223 0.5630
H -2.1292 0.4696 1.8369
H -2.4567 1.8099 0.8657
H -3.2785 0.2685 0.4407
H 0.5203 -2.8301 0.7293
H -0.5661 -2.0907 2.0401
H 0.7636 -1.2246 1.2591
H 0.3545 -1.4467 -1.5307
H -1.2757 -1.2699 -2.0355
H -0.7463 -2.8253 -1.4971
H -1.9171 -1.7809 0.3746
H 2.2384 2.8068 -0.6064
```

---

# C8H13NPPt

C8H13NPPt as an isolated structure (ωB97M-V/def2-TZVPD, the OMol25 dataset).

HOMO (spin up / spin down) = -7.04 / -14.10 eV
Energy above the lowest of the compared OMol25 structures with the same formula, charge and spin = 78.5 kJ/mol
2S+1 = 5
Orbital gap (spin up / spin down) = 4.536 / 6.719 eV
Net charge = +1

```
24
C8H13NPPt (ωB97M-V/def2-TZVPD)
C 0.8011 0.3608 -3.2827
C -0.4822 -0.3547 -3.2279
C -0.2873 -1.5162 -2.4790
C 1.1203 -1.5425 -2.0557
C 1.8089 -0.4501 -2.6715
Pt 0.3413 0.3469 -1.0534
P -0.1827 2.5179 -0.6523
H 0.9810 1.2799 -3.8448
H -1.4188 -0.0088 -3.6677
H -1.0412 -2.2599 -2.2165
H 2.8766 -0.2363 -2.6177
H 1.5911 -2.3568 -1.5001
H -1.1500 2.7735 0.3491
H -0.7067 3.2850 -1.7228
H 0.8680 3.3648 -0.2211
C -1.2529 -1.0101 4.0807
C -0.0669 -0.2801 3.4881
C -0.0929 -0.2371 2.0199
N 0.0751 -0.0920 0.8829
H -2.1940 -0.4970 3.7963
H -1.1568 -1.0014 5.1884
H -1.2670 -2.0629 3.7306
H -0.0358 0.7625 3.8714
H 0.8727 -0.7851 3.8056
```

---

# C8H13NS

An isolated molecule of C8H13NS (ωB97M-V/def2-TZVPD, the OMol25 dataset).

SMILES = C#CC(C)(C)N1CCCS1
HOMO = -8.00 eV
Energy above the lowest of the compared OMol25 structures with the same formula, charge and spin = 123.6 kJ/mol
2S+1 = 1
Orbital gap = 8.887 eV

```
23
C8H13NS (ωB97M-V/def2-TZVPD)
C -1.2414 1.2805 -1.7455
C -1.1667 0.4527 -0.8826
C 2.1248 1.2037 0.0669
C 0.9524 0.8591 1.0186
C 2.1674 0.1321 -1.0117
C -1.9549 -0.2626 1.3288
C -1.2439 -1.9449 -0.3914
C -1.0205 -0.5414 0.1537
N 0.4644 -0.4950 0.7875
S 1.6371 -1.3542 -0.0880
H -1.3553 2.0061 -2.4940
H 1.9994 2.1958 -0.3652
H 3.0638 1.1814 0.6244
H 1.2837 0.9214 2.0590
H 0.1333 1.5682 0.8802
H 1.4505 0.3131 -1.8123
H 3.1586 -0.0399 -1.4222
H -1.7894 -1.0139 2.0999
H -1.7709 0.7203 1.7543
H -2.9926 -0.3106 0.9968
H -0.9185 -2.6733 0.3475
H -2.3004 -2.0934 -0.5974
H -0.6808 -2.1054 -1.3074
```

---

# C8H14

An isolated molecule of C8H14 (ωB97M-V/def2-TZVPD, the OMol25 dataset).

SMILES = C=C/C(=C/C)CCC
HOMO = -8.29 eV
Energy above the lowest of the compared OMol25 structures with the same formula, charge and spin = 189.0 kJ/mol
2S+1 = 1
Orbital gap = 9.281 eV

```
22
C8H14 (ωB97M-V/def2-TZVPD)
C 0.2112 -2.2896 -2.0435
C -0.0430 -1.6402 -0.6486
C 0.1698 -0.1275 -0.7806
C 0.2811 0.7112 0.4973
C -0.7293 0.8252 1.3923
C -2.0227 0.0638 1.2104
C 1.8101 2.5335 1.3107
C 1.2554 1.8298 0.3203
H -0.3307 -1.6420 -2.7379
H -0.0089 -3.3478 -2.1039
H 1.2658 -2.0798 -2.2379
H -0.9857 -1.8630 -0.1658
H 0.7479 -2.0157 0.0004
H 1.1374 -0.0748 -1.2787
H -0.6572 0.3596 -1.3004
H -0.6237 1.4185 2.2881
H -2.8499 0.5859 1.6827
H -2.2936 -0.1074 0.1631
H -1.8942 -0.9589 1.5753
H 2.6297 3.2267 1.1827
H 1.5577 2.3455 2.3509
H 1.3727 2.2472 -0.6769
```

---

# C8H14

An isolated molecule of C8H14 (ωB97M-V/def2-TZVPD, the OMol25 dataset).

SMILES = C=C(CC)/C(C)=C\C
HOMO = -7.98 eV
Energy above the lowest of the compared OMol25 structures with the same formula, charge and spin = 236.8 kJ/mol
2S+1 = 1
Orbital gap = 8.798 eV

```
22
C8H14 (ωB97M-V/def2-TZVPD)
C -0.8679 1.7847 1.6239
C -0.2548 0.4064 1.5966
C -0.6301 -0.3662 0.3319
C -1.6661 -1.2404 0.3878
C 1.4556 -0.0091 -1.0012
C 0.1255 -0.1625 -0.9417
C -0.7041 -0.2494 -2.2067
C 2.4666 -0.4335 0.0366
H -0.6751 2.2664 2.6007
H -1.9315 1.7886 1.3622
H -0.4280 2.4698 0.9017
H -0.6053 -0.2260 2.4289
H 0.8345 0.5050 1.7338
H -1.8259 -1.8631 1.2626
H -2.4930 -1.2616 -0.3029
H 1.8999 0.2824 -1.9480
H -1.1157 0.6609 -2.7133
H -0.1607 -0.7429 -3.0276
H -1.6168 -0.8713 -2.1568
H 2.8491 0.4350 0.5838
H 3.2271 -1.0667 -0.4023
H 1.9157 -0.9718 0.8216
```

---

# C8H14AgN3O3

C8H14AgN3O3 as an isolated structure (ωB97M-V/def2-TZVPD, the OMol25 dataset).

HOMO = -8.80 eV
2S+1 = 1
Orbital gap = 6.660 eV

```
29
C8H14AgN3O3 (ωB97M-V/def2-TZVPD)
C -1.4685 -1.7784 -1.1101
N -1.9416 -0.4602 -1.6421
C -3.4021 -0.5132 -1.9583
C -1.6214 0.6659 -0.6962
O -2.4096 0.8792 0.2756
C -0.2537 1.4646 -0.9931
N 0.6716 1.5996 0.1661
C 0.8520 0.3355 0.9323
C 2.4630 0.1862 1.2396
C 3.3916 0.7463 0.0540
N 4.6107 0.2011 -0.0754
C 0.1442 0.4113 2.3766
O 0.3104 -0.6128 3.1997
O -0.6174 1.4566 2.8438
H -2.2674 -2.5689 -1.3841
H -0.5201 -2.0755 -1.7113
H -1.2835 -1.7838 0.0315
H -3.8523 0.5170 -2.1829
H -3.4983 -1.1360 -2.9370
H -3.9976 -1.0628 -1.1433
H 0.2332 1.0208 -1.9420
H -0.5680 2.5469 -1.2862
H 0.4558 2.4090 0.7666
H 0.5801 -0.6201 0.3397
H 2.6471 -0.9642 1.2770
H 2.7517 0.6027 2.2678
H 3.1268 1.5930 -0.6700
H 4.7306 -0.5322 0.6633
Ag 0.7330 -2.5274 3.2983
```

---

# C8H14BrCuN2

C8H14BrCuN2 as an isolated structure (ωB97M-V/def2-TZVPD, the OMol25 dataset).

HOMO = -8.06 eV
Energy above the lowest of the compared OMol25 structures with the same formula, charge and spin = 0.0 kJ/mol
2S+1 = 1
Orbital gap = 7.903 eV

```
26
C8H14BrCuN2 (ωB97M-V/def2-TZVPD)
Cu -1.4690 -0.2002 -1.6614
Br -2.0256 -2.8076 -1.6844
C 0.4088 3.2376 -0.3528
C -0.9191 3.9306 -0.6443
C -2.1168 3.5068 0.1914
C -2.3616 2.0632 0.1652
N -2.5568 0.9286 0.1364
H 0.4562 2.1775 -0.6036
H 0.6005 3.3770 0.7156
H 1.2307 3.7127 -0.8876
H -1.1944 3.8442 -1.7014
H -0.7524 5.0005 -0.4981
H -2.9905 4.0004 -0.2359
H -2.0041 3.8109 1.2333
C 0.6544 -3.4139 1.6752
C 1.9530 -3.4234 0.7907
C 1.6256 -3.0747 -0.6667
C 1.1333 -1.7056 -0.7115
N 0.6741 -0.6547 -0.7486
H 0.8118 -4.1598 2.4533
H -0.2297 -3.6101 1.0772
H 0.5771 -2.4591 2.1951
H 2.3368 -4.4411 0.8827
H 2.7163 -2.8036 1.2568
H 0.9011 -3.7525 -1.1089
H 2.5404 -3.0839 -1.2678
```

---

# C8H14ClN2O4

A 3-piece molecular cluster, C8H14ClN2O4 overall (ωB97M-V/def2-TZVPD, the OMol25 dataset).

HOMO = -5.81 eV
Energy above the lowest of the compared OMol25 structures with the same formula, charge and spin = 103.4 kJ/mol
2S+1 = 1
Orbital gap = 8.771 eV
Net charge = -1

```
29
C8H14ClN2O4 (ωB97M-V/def2-TZVPD)
Cl 0.3997 -0.3141 0.4059
O 1.7346 -0.3311 -0.2597
O -0.1316 -1.5868 0.6079
O 0.5847 0.3891 1.6938
O -0.5573 0.4371 -0.3818
C -3.2800 -2.4015 -0.6335
C -3.5871 -3.8817 -0.6168
C -2.5022 -4.7901 0.0499
C -2.2437 -4.3889 1.4136
N -2.0560 -4.0112 2.5226
H -2.4287 -2.1703 -1.2738
H -2.9533 -1.9558 0.3060
H -4.0747 -1.8709 -1.1578
H -3.7148 -4.2069 -1.6493
H -4.5101 -4.2166 -0.1434
H -1.6761 -4.5582 -0.6224
H -2.7662 -5.8233 -0.1758
C 2.8990 3.2828 1.4147
C 3.5385 3.7393 0.0063
C 2.6612 3.9048 -1.2192
C 1.7359 5.0854 -1.0948
N 1.0083 5.9517 -0.9806
H 3.6694 3.2015 2.1815
H 2.5988 2.2403 1.3088
H 2.0138 3.7788 1.8127
H 4.2973 2.9760 -0.1659
H 4.1102 4.6464 0.2023
H 2.1056 2.9755 -1.3454
H 3.1246 3.8987 -2.2058
```

---

# C8H14ClNO

A 3-piece molecular cluster, C8H14ClNO overall (ωB97M-V/def2-TZVPD, the OMol25 dataset).

HOMO = -9.47 eV
Energy above the lowest of the compared OMol25 structures with the same formula, charge and spin = 719.0 kJ/mol
2S+1 = 1
Orbital gap = 9.846 eV

```
25
C8H14ClNO (ωB97M-V/def2-TZVPD)
C -2.1284 2.2028 -0.3099
C -0.8786 1.3341 -0.6087
C -0.2772 1.0394 0.8495
C 1.0602 0.2638 0.5603
C 0.4492 -0.7220 -1.6009
C -0.9837 0.1005 -1.4609
C 1.2136 -2.2374 0.1533
C 1.4599 -2.3437 1.7084
H -3.0153 1.3641 -0.1950
H -2.4212 3.4161 -1.1763
H -2.0423 2.5199 1.3048
H -0.1330 1.9056 -0.9499
H -1.2322 0.5422 1.4388
H 0.0659 1.9946 1.2753
H 1.4980 1.1942 -0.1047
H 1.6974 -0.0531 1.3688
H 1.1475 0.0789 -1.8728
H 0.7976 -1.5987 -2.4620
H -1.9669 -0.3378 -0.9672
H -1.5375 0.4201 -2.3825
H 1.2929 -3.4165 2.1007
H 0.6801 -1.5954 2.0920
N 1.0767 -0.9851 -0.3146
O 0.9750 -3.3249 -0.4106
Cl 3.2022 -1.7619 1.9640
```

---

# C8H14F2S

A 2-piece molecular cluster, C8H14F2S overall (ωB97M-V/def2-TZVPD, the OMol25 dataset).

SMILES = CCC/C=C\S.CC=C(F)F
HOMO = -8.67 eV
Energy above the lowest of the compared OMol25 structures with the same formula, charge and spin = 0.0 kJ/mol
2S+1 = 1
Orbital gap = 9.443 eV

```
25
C8H14F2S (ωB97M-V/def2-TZVPD)
C -0.5811 -2.4526 -1.9664
C -1.2380 -1.3559 -2.6993
C 2.2139 1.7609 0.0089
C 1.6891 0.7586 1.0449
C 0.6329 -0.1915 0.4773
C -0.6406 0.6201 0.2556
C -1.5089 0.7177 1.1981
C -2.2473 -0.6322 -2.1738
F -2.9621 -1.1014 -1.1652
F -2.7645 0.4728 -2.6539
S -1.2090 0.1369 2.8501
H -0.9544 -3.4944 -2.2208
H -0.5742 -2.2238 -0.8755
H -0.8635 -1.0024 -3.6308
H 2.5653 2.6851 0.5025
H 1.4054 1.9656 -0.6498
H 2.9180 1.3223 -0.7073
H 1.3882 1.3554 1.8422
H 2.6151 0.3085 1.3102
H 0.4148 -0.9333 1.3105
H 1.0633 -0.5974 -0.4835
H 0.5155 -2.2600 -2.1987
H -0.9030 1.0156 -0.7815
H -2.5358 1.2840 1.2744
H -2.3725 0.2178 3.2997
```

---

# C8H14FO2S2

An isolated ion of composition C8H14FO2S2 and charge -1 (ωB97M-V/def2-TZVPD, the OMol25 dataset).

HOMO = -3.95 eV
Energy above the lowest of the compared OMol25 structures with the same formula, charge and spin = 0.0 kJ/mol
2S+1 = 1
Orbital gap = 7.350 eV
Net charge = -1

```
27
C8H14FO2S2 (ωB97M-V/def2-TZVPD)
C 0.5991 -1.4505 1.3400
C -2.0572 1.5761 2.8998
C -1.5564 0.8277 1.5533
C -0.0787 0.9854 1.3570
C 1.2188 -1.4573 -2.1766
C 1.5625 -2.4363 -3.3136
C 2.4817 -0.9800 -1.3743
C 0.3832 -0.0878 0.3890
O 1.1767 -1.3689 2.4078
O 1.8734 1.5404 -0.9784
F 2.4480 -1.8099 -4.2484
S 0.0413 -2.8110 0.5061
S 2.0898 0.3191 -0.1439
H -1.7170 1.1386 3.8572
H -1.6621 2.6061 2.8550
H -3.0875 1.4511 2.7298
H -2.1988 1.2711 0.7759
H -1.7701 -0.2540 1.5487
H 0.3550 0.8592 2.2733
H 0.3817 1.9766 0.9306
H 0.5927 -1.9360 -1.4781
H 0.8270 -0.4715 -2.5135
H 0.7138 -2.7220 -3.8396
H 2.1003 -3.3015 -3.1070
H 2.7920 -1.7141 -0.7664
H 3.2124 -0.4328 -1.9236
H -0.1786 -0.2726 -0.5731
```

---

# C8H14FO4S

A 2-piece molecular cluster, C8H14FO4S overall (ωB97M-V/def2-TZVPD, the OMol25 dataset).

HOMO = -2.42 eV
Energy above the lowest of the compared OMol25 structures with the same formula, charge and spin = 177.4 kJ/mol
2S+1 = 1
Orbital gap = 4.480 eV
Net charge = -1

```
28
C8H14FO4S (ωB97M-V/def2-TZVPD)
C 0.6176 -0.0109 -0.0323
C 1.6733 -2.8403 -1.1922
C 0.9274 -2.7766 1.1728
C -0.7502 2.8901 1.4585
C -0.7878 3.1198 -1.0733
C 1.9140 -2.1423 0.1565
C -0.5503 2.1913 0.1095
C 1.8137 -0.6910 0.2581
O -4.0108 -1.4446 -1.0382
O -0.4665 -0.5401 -0.2521
O -4.3279 0.8267 -0.4846
O 0.6837 1.4654 0.0602
F 2.9085 0.1592 0.3715
S -3.4220 -0.1160 -1.0455
H 1.8140 -3.8160 -0.9743
H 2.4911 -2.6502 -1.8437
H 0.6314 -2.6455 -1.5970
H -0.1084 -2.5556 0.7875
H 0.9521 -3.8230 1.2970
H 1.0244 -2.3156 2.1444
H -0.6878 2.1428 2.2138
H 0.1612 3.4667 1.4957
H -1.7491 3.4738 1.4986
H -1.7472 3.1334 -1.3421
H -0.1504 2.5890 -1.9260
H -0.4607 4.1084 -0.7291
H 2.9678 -2.5784 0.5221
H -1.3610 1.3796 -0.0158
```